# 1
Entry from the Open Molecules 2025 dataset: the molecule C7H7NS2 (ωB97M-V/def2-TZVPD).

Properties
SMILES: S[C@@H]1Nc2ccccc2S1
E_LUMO: 0.8 eV
Kohn-Sham gap: 8.7 eV

CARTESIAN COORDINATES (ANGSTROEM)
1 S 1.22 1.65 2.77
2 C 1.89 0.73 1.32
3 N 1.37 1.16 0.05
4 C 0.30 0.37 -0.38
5 C -0.67 0.71 -1.33
6 C -1.64 -0.24 -1.67
7 C -1.66 -1.50 -1.08
8 C -0.68 -1.83 -0.11
9 C 0.28 -0.91 0.21
10 S 1.61 -1.07 1.36
11 H -0.04 1.18 2.66
12 H 2.97 0.91 1.38
13 H 1.21 2.16 -0.02
14 H -0.67 1.70 -1.78
15 H -2.39 0.03 -2.39
16 H -2.41 -2.23 -1.35
17 H -0.67 -2.81 0.36

Löwdin population analysis, charges in e, atoms 1 to 4: S 0.68; C -0.93; N -0.05; C -0.31



# 2
Entry from the Open Molecules 2025 dataset: a cluster of 2 separate species, C7H7PS in total (ωB97M-V/def2-TZVPD).

Properties
E_LUMO (spin up / spin down): -0.8 / -0.8 eV
Kohn-Sham gap (spin up / spin down): 7.5 / 7.5 eV

CARTESIAN COORDINATES (ANGSTROEM)
1 C -2.45 -0.54 0.30
2 C -1.94 0.76 0.11
3 C -1.63 -1.65 0.29
4 C -0.58 0.93 -0.02
5 C -0.25 -1.37 0.07
6 C 0.32 -0.16 0.08
7 C 2.62 -0.10 -0.21
8 P 2.81 1.52 0.23
9 S 3.49 -1.41 -0.17
10 H -3.52 -0.61 0.31
11 H -2.43 1.67 -0.03
12 H -2.17 -2.51 0.40
13 H -0.09 1.85 -0.19
14 H 0.34 -2.28 0.15
15 H 1.71 1.98 -0.52
16 H 3.76 1.93 -0.81

Löwdin population analysis, charges in e, atoms 1 to 4: C -0.09; C -0.08; C -0.06; C -0.13



# 3
Entry from the Open Molecules 2025 dataset: the ion C7H8 with charge -1 (ωB97M-V/def2-TZVPD).

Properties
2S+1: 2
E_LUMO (spin up / spin down): 4.4 / 4.3 eV
Net charge: -1
Kohn-Sham gap (spin up / spin down): 3.3 / 7.4 eV

CARTESIAN COORDINATES (ANGSTROEM)
1 C 1.07 -0.84 2.01
2 C 1.15 0.37 -0.24
3 C 0.41 -0.39 0.72
4 C -0.92 -0.62 0.49
5 C -1.57 -0.14 -0.69
6 C -0.88 0.81 -1.49
7 C 0.44 1.05 -1.26
8 H 0.63 -0.31 2.86
9 H 0.96 -1.92 2.17
10 H 2.13 -0.61 1.99
11 H 2.24 0.37 -0.19
12 H -1.53 -1.16 1.21
13 H -2.59 -0.44 -0.88
14 H -1.40 1.41 -2.24
15 H 0.94 1.81 -1.85

Löwdin population analysis, charges in e, atoms 1 to 4: C -0.10; C -0.15; C -0.37; C -0.17



# 4
Entry from the Open Molecules 2025 dataset: the molecule C7H8 (ωB97M-V/def2-TZVPD).

Properties
E_LUMO (spin up / spin down): -0.6 / -0.6 eV
Kohn-Sham gap (spin up / spin down): 7.8 / 7.8 eV

CARTESIAN COORDINATES (ANGSTROEM)
1 C 0.08 1.49 0.62
2 C 0.20 0.04 0.23
3 C 1.16 -0.47 -0.78
4 C -0.25 -0.34 -1.25
5 C -0.69 0.46 -2.37
6 C -0.17 -0.91 1.28
7 C -0.43 -1.69 2.16
8 H 0.65 1.69 1.53
9 H 0.44 2.12 -0.20
10 H -0.97 1.74 0.82
11 H -0.97 -1.05 -0.88
12 H 1.85 0.27 -1.17
13 H 1.58 -1.46 -0.63
14 H -1.79 0.50 -2.29
15 H -0.68 -2.40 2.93

Löwdin population analysis, charges in e, atoms 1 to 4: C -0.03; C -0.42; C -0.07; C -0.34



no.,maximum force (eV/A)
1,0.8
2,4.9
3,0.7
4,1.2